[1]
This record from the Open Molecules 2025 dataset describes 2 unconnected molecules or ions with the total composition C3H12N2O in a non-equilibrium geometry. The level of theory is wB97M-V/def2-TZVPD.

Values from the calculation:
Total charge: 0
Multiplicity: 1
E_HOMO in eV: -8.47
Largest force on an atom in eV/A: 1.6
ΔE to the lowest compared entry with this formula, charge and spin in eV: 0.612
SMILES string: NCCCN.O

Last column: Mulliken charge in e.
CARTESIAN COORDINATES (ANGSTROEM)
O1 2.740 -0.188 1.058  -0.62
N1 0.563 -1.612 0.791  -0.55
N2 -1.326 2.263 -0.970  -0.68
C1 -0.884 1.215 -0.031  -0.48
C2 0.033 -1.124 -0.471  -0.81
C3 -1.253 -0.243 -0.351  -0.33
H1 -1.782 -0.409 -1.288  0.35
H2 3.277 -0.982 0.924  0.30
H3 -2.271 2.071 -1.300  0.25
H4 -0.156 -2.119 1.288  0.21
H5 -1.810 -0.735 0.441  0.24
H6 -0.825 2.187 -1.850  0.24
H7 3.294 0.409 1.577  0.29
H8 1.001 -0.909 1.377  0.27
H9 -1.320 1.503 0.924  0.27
H10 0.762 -0.564 -1.057  0.41
H11 -0.248 -2.032 -0.999  0.36
H12 0.204 1.271 -0.063  0.29

Atoms 1-6, force components in eV/Å:
0.84 0.41 0.20
0.23 -0.07 -0.02
-0.43 -0.31 -0.81
-0.68 0.14 -0.69
-1.07 -0.06 0.40
1.32 -0.86 -0.12



[2]
This record from the Open Molecules 2025 dataset describes 11 unconnected molecules or ions with the total composition C2H26O11 in a non-equilibrium geometry. The level of theory is wB97M-V/def2-TZVPD.

Values from the calculation:
Total charge: +1
Multiplicity: 2
E_HOMO (spin up / spin down) in eV: -13.97 / -13.97
Largest force on an atom in eV/A: 3.1
Expectation value of S²: 0.75
ΔE to the lowest compared entry with this formula, charge and spin in eV: 0.000

Last column: Löwdin spin population.
CARTESIAN COORDINATES (ANGSTROEM)
O1 -1.398 1.415 -2.336  0.00
O2 1.316 -0.361 -2.855  0.01
O3 -0.495 0.609 0.435  0.68
O4 -2.849 3.628 -0.500  0.00
O5 -0.755 3.608 1.072  0.00
O6 3.233 -0.870 1.167  0.00
O7 2.507 -3.376 1.454  0.00
O8 0.398 1.148 3.144  0.00
O9 -1.558 -0.913 -3.839  0.00
O10 -2.173 -3.353 3.775  0.00
O11 2.386 1.442 -1.034  0.05
C1 -1.539 -1.643 0.180  0.10
C2 -0.229 -0.813 0.180  0.10
H1 2.397 0.948 -0.215  0.00
H2 2.982 -0.795 2.088  0.00
H3 -2.568 3.936 -1.362  0.00
H4 -0.508 4.529 0.988  0.00
H5 -1.803 -1.963 1.188  0.01
H6 -0.755 2.124 -2.337  0.00
H7 1.824 0.930 -1.615  0.00
H8 -0.076 3.227 1.629  0.00
H9 4.190 -0.857 1.176  0.00
H10 -2.386 -1.051 -0.167  0.00
H11 3.273 -3.771 1.038  0.00
H12 -1.834 -4.006 4.388  0.00
H13 -1.349 -0.222 -3.211  0.00
H14 -0.087 1.178 2.319  0.00
H15 1.248 1.535 2.936  0.00
H16 0.516 -1.184 0.884  0.00
H17 1.926 -1.033 -2.550  0.00
H18 -1.533 -3.336 3.064  0.00
H19 -2.059 3.671 0.040  0.00
H20 -1.240 -0.578 -4.678  0.00
H21 0.252 -0.785 -0.797  0.03
H22 -2.192 1.809 -2.697  0.00
H23 2.514 -2.467 1.156  0.00
H24 0.630 -0.849 -3.311  0.00
H25 -1.424 -2.545 -0.421  0.01
H26 -0.784 1.035 -0.375  0.01

Atoms 1-6, force components in eV/Å:
0.54 -0.30 0.67
-0.05 0.18 0.55
0.97 -2.70 1.10
-0.51 -0.25 -0.56
0.42 -0.19 0.03
-0.44 0.83 -0.37



[3]
This record from the Open Molecules 2025 dataset describes a molecular structure, C24H58BrO14P3Si2 in a non-equilibrium geometry. The level of theory is wB97M-V/def2-TZVPD.

Values from the calculation:
Total charge: 0
Multiplicity: 1
E_HOMO in eV: -9.23
Largest force on an atom in eV/A: 5.7

Last column: Mulliken charge in e.
CARTESIAN COORDINATES (ANGSTROEM)
Br1 -4.085 -2.943 0.896  -0.30
P1 3.784 -3.622 -3.477  1.01
P2 -2.044 2.029 -1.592  0.90
P3 -2.048 4.329 5.571  0.85
Si1 -1.906 -3.306 1.033  0.56
Si2 -1.707 -6.051 0.647  0.25
O1 -1.603 5.871 5.343  -0.28
O2 -3.419 4.547 6.327  -0.32
O3 -0.939 2.527 -2.671  -0.34
O4 2.467 -4.065 -3.962  -0.77
O5 -1.866 -6.191 -3.169  -0.44
O6 4.202 -2.304 -4.321  -0.30
O7 -1.376 3.514 4.545  -0.68
O8 -1.645 0.686 -1.136  -0.76
O9 4.653 -3.401 -2.173  -0.33
O10 -1.646 -4.773 1.743  -0.14
O11 -1.189 4.008 6.912  -0.31
O12 -3.278 2.911 -2.050  -0.30
O13 4.802 -4.696 -4.150  -0.33
O14 -1.660 2.975 -0.328  -0.22
C1 0.273 2.442 1.011  -1.23
C2 -0.482 -6.126 -2.850  -0.13
C3 6.015 -3.818 -1.973  -0.18
C4 -0.432 -1.093 2.422  0.73
C5 -0.812 1.818 -3.908  -0.30
C6 -3.597 4.712 7.745  -0.18
C7 4.315 -5.603 -6.339  -1.15
C8 -3.070 6.030 8.257  -0.96
C9 1.188 3.592 6.746  -1.12
C10 3.645 -0.431 -2.837  -0.96
C11 -0.095 -6.151 -0.292  -0.54
C12 4.350 -5.855 -4.847  -0.15
C13 -1.079 -2.003 1.984  -0.98
C14 -2.615 5.276 -2.122  -0.96
C15 -0.184 -6.967 -1.601  -0.82
C16 -1.999 6.538 4.139  -0.17
C17 -1.239 2.439 0.927  0.06
C18 -3.479 6.875 4.125  -0.99
C19 -2.573 -4.975 -3.043  -0.54
C20 -3.587 4.242 -1.606  -0.17
C21 7.001 -3.029 -2.800  -0.99
C22 3.419 -1.111 -4.174  -0.37
C23 -0.186 2.995 6.963  -0.28
C24 -1.973 2.084 -4.849  -1.04
H1 3.381 -6.187 -4.476  0.19
H2 5.067 -6.649 -4.625  0.33
H3 -1.790 1.620 -5.819  0.41
H4 -3.181 3.866 8.289  0.25
H5 -3.496 6.861 7.693  0.22
H6 -1.987 6.095 8.168  0.26
H7 -1.953 -7.333 1.333  -0.21
H8 -4.580 4.452 -2.006  0.35
H9 6.213 -3.641 -0.915  0.35
H10 -0.393 2.198 6.250  0.31
H11 -0.242 2.554 7.960  0.31
H12 0.634 -6.632 0.369  0.38
H13 -3.758 7.424 5.024  0.22
H14 -4.675 4.672 7.903  0.35
H15 0.778 -7.469 -1.741  0.40
H16 -1.643 3.088 1.706  0.07
H17 1.242 4.113 5.789  0.26
H18 3.670 -4.757 -6.578  0.27
H19 3.953 -6.482 -6.872  0.40
H20 0.303 -5.156 -0.506  0.30
H21 -3.723 7.477 3.249  0.41
H22 -0.115 -5.102 -2.738  0.25
H23 -1.275 -3.361 -0.291  -0.17
H24 0.066 -6.565 -3.689  0.25
H25 4.708 -0.263 -2.664  0.23
H26 0.655 3.461 0.932  0.34
H27 6.875 -3.215 -3.865  0.26
H28 6.119 -4.889 -2.124  0.26
H29 -0.712 0.747 -3.710  0.31
H30 3.719 -0.448 -4.984  0.31
H31 -2.818 -5.840 -0.307  -0.11
H32 -1.619 5.137 -1.706  0.24
H33 -0.930 -7.767 -1.564  0.32
H34 3.121 0.526 -2.804  0.41
H35 0.118 2.159 -4.362  0.30
H36 -2.530 5.217 -3.208  0.23
H37 0.214 -0.248 2.506  0.26
H38 -3.335 6.145 9.309  0.40
H39 -4.089 5.970 4.095  0.26
H40 -2.120 3.155 -4.987  0.22
H41 3.276 -1.047 -2.014  0.26
H42 5.314 -5.359 -6.705  0.30
H43 1.955 2.817 6.767  0.40
H44 -1.734 5.922 3.274  0.15
H45 -3.529 -5.174 -2.552  0.25
H46 -3.684 4.277 -0.524  0.23
H47 -2.054 -4.237 -2.422  0.13
H48 8.017 -3.309 -2.521  0.40
H49 0.612 2.018 1.958  0.36
H50 -1.654 1.447 1.096  0.32
H51 2.361 -1.348 -4.313  0.31
H52 0.718 1.871 0.194  0.30
H53 -2.764 -4.508 -4.015  0.32
H54 -1.409 7.452 4.087  0.31
H55 1.410 4.324 7.523  0.30
H56 -2.904 1.678 -4.450  0.27
H57 6.872 -1.958 -2.636  0.23
H58 -2.965 6.273 -1.849  0.40

Atoms 1-6, force components in eV/Å:
0.14 0.07 -0.06
3.45 -1.01 -4.41
3.89 3.29 2.24
4.29 1.74 3.35
0.25 -0.14 0.64
0.30 -0.23 -0.07



[4]
This record from the Open Molecules 2025 dataset describes 2 unconnected molecules or ions with the total composition C4H10NO3 in a non-equilibrium geometry. The level of theory is wB97M-V/def2-TZVPD.

Values from the calculation:
Total charge: -1
Multiplicity: 1
E_HOMO in eV: -4.18
Largest force on an atom in eV/A: 4.0
ΔE to the lowest compared entry with this formula, charge and spin in eV: 6.306

Last column: Mulliken charge in e.
CARTESIAN COORDINATES (ANGSTROEM)
O1 -1.799 -1.209 -0.061  -0.57
O2 2.990 0.557 0.785  -1.02
O3 -2.482 0.890 0.232  -0.63
N1 0.900 0.122 -0.828  -0.34
C1 -0.077 0.630 0.032  0.30
C2 -1.752 0.006 -0.276  0.28
C3 0.851 -1.298 -1.290  -0.90
C4 0.204 0.588 1.503  -1.33
H1 -0.168 -1.593 -1.473  0.42
H2 -0.645 0.995 2.046  0.45
H3 -0.286 1.654 -0.230  0.18
H4 1.087 1.187 1.673  0.39
H5 1.206 -1.952 -0.492  0.26
H6 3.926 0.424 0.633  0.11
H7 -1.419 0.210 -1.350  0.29
H8 1.546 -1.347 -2.105  0.32
H9 0.401 -0.413 1.870  0.31
H10 1.855 0.166 -0.286  0.47

Atoms 1-6, force components in eV/Å:
0.58 -1.40 0.42
-0.45 -0.16 -0.22
0.39 0.58 -0.07
-0.27 -1.24 -0.74
3.61 1.70 0.28
-3.41 -0.28 -0.41